No. 1
57
Properties=species:S:1:pos:R:3 method="wB97M-V/def2-TZVPD" smiles="Cc1ccc(-c2nn(C)c(=O)c3ccccc23)cc1S(=O)(=O)NCCN1CCOCC1" orbital_gap_ev=8.6 charge=0 spin_multiplicity=1 de_lowest_kj_mol=332.9
C 2.69483 -0.26833 3.63204
C 1.79428 0.36587 2.62714
C 1.97876 1.68346 2.21472
C 1.11087 2.28402 1.32519
C 0.02468 1.58155 0.80699
C -0.93662 2.26927 -0.06974
N -1.28121 3.45771 0.31582
N -2.18501 4.15984 -0.34931
C -2.48082 5.46972 0.18705
C -2.88485 3.72798 -1.46050
O -3.74414 4.42968 -1.96174
C -2.47365 2.41040 -1.94854
C -3.05022 1.90002 -3.11315
C -2.63317 0.68944 -3.61636
C -1.61334 -0.01397 -2.97696
C -1.03876 0.47436 -1.82621
C -1.47860 1.68204 -1.27115
C -0.16263 0.25972 1.20509
C 0.71826 -0.32939 2.08830
S 0.37801 -2.00183 2.64809
O 1.58593 -2.77996 2.66189
O -0.38174 -1.89770 3.86173
N -0.63883 -2.60883 1.46220
C -0.19061 -3.70326 0.61895
C -0.02012 -3.26910 -0.84712
N 1.37117 -3.11970 -1.23004
C 1.52526 -2.92304 -2.66097
C 3.01470 -2.92377 -3.00648
O 3.70201 -1.91021 -2.31374
C 3.54140 -2.07563 -0.92368
C 2.06683 -2.05859 -0.52285
H 3.25539 -1.08350 3.17747
H 3.38892 0.45964 4.04471
H 2.10100 -0.70257 4.43465
H 2.80865 2.24763 2.61381
H 1.25546 3.31106 1.02836
H -3.55751 5.57079 0.32392
H -2.15063 6.24097 -0.51034
H -1.96039 5.56990 1.13526
H -3.81489 2.48635 -3.59937
H -3.07914 0.29039 -4.51468
H -1.26854 -0.94944 -3.39443
H -0.22950 -0.05820 -1.35056
H -1.01116 -0.31007 0.86134
H -1.56942 -2.70889 1.83148
H -0.90669 -4.52449 0.67796
H 0.76821 -4.05928 1.00254
H -0.59821 -2.34208 -1.00606
H -0.44086 -4.04061 -1.49736
H 1.03036 -3.74072 -3.18976
H 1.08191 -1.96532 -2.99031
H 3.16502 -2.72670 -4.06950
H 3.43909 -3.90581 -2.75028
H 4.07570 -1.24951 -0.45190
H 3.98623 -3.03006 -0.60756
H 1.98993 -2.22296 0.55005
H 1.64410 -1.06515 -0.76402


No. 2
12
Properties=species:S:1:pos:R:3 method="wB97M-V/def2-TZVPD" orbital_gap_ev=7.0 charge=0 spin_multiplicity=1 de_lowest_kj_mol=391.3
C -0.47225 0.29999 0.46254
C 0.74072 0.25198 -0.37642
C -0.03356 1.63057 1.14783
C 1.16823 1.48622 0.34265
F -0.07631 1.52853 2.47534
F -0.76707 2.75754 0.85257
F 4.20950 2.05759 1.12963
I 2.58227 2.76015 -0.30179
H -1.39764 0.47307 -0.09593
H -0.60718 -0.65169 1.17764
H 1.49289 -0.66444 -0.22323
H 0.76091 0.47236 -1.40794


No. 3
105
Properties=species:S:1:pos:R:3 method="wB97M-V/def2-TZVPD" orbital_gap_ev="7.3 / 6.5" charge=-1 spin_multiplicity=5 de_lowest_kj_mol=0.0
Mn 4.82745 -23.74425 5.64535
C 12.28694 -21.73003 4.88986
C 11.13016 -22.69202 4.97026
C 10.14546 -22.76502 3.98431
C 9.09905 -23.66610 4.08308
C 9.01662 -24.50950 5.16748
C 9.95156 -24.44961 6.17637
C 10.99765 -23.54751 6.06751
S 7.73586 -25.71682 5.22922
O 8.22099 -26.79564 6.06639
O 7.44879 -25.97213 3.83179
N 6.43297 -25.08749 5.91570
C 6.18164 -25.23661 7.24362
C 6.91689 -25.79067 8.29871
C 6.32251 -25.70650 9.55247
C 5.08913 -25.10276 9.78849
C 4.43860 -24.57793 8.69777
N 4.96733 -24.69025 7.48759
H 12.00466 -20.84200 4.30584
H 13.13408 -22.21782 4.38992
H 12.58836 -21.38294 5.87833
H 10.17822 -22.09759 3.12671
H 8.32566 -23.72669 3.32744
H 9.85960 -25.13529 7.01407
H 11.74733 -23.50816 6.85742
H 7.86823 -26.28523 8.14425
H 6.83633 -26.13945 10.40946
H 4.67935 -25.03602 10.78883
H 3.47706 -24.07972 8.77509
C -2.24194 -23.68773 6.07000
C -0.76694 -23.42977 6.03585
C -0.21255 -22.19078 6.32351
C 1.16587 -21.95640 6.33046
C 1.68014 -20.60336 6.68477
O 2.61178 -20.45363 7.44248
C 0.94258 -19.44073 6.10294
C 0.31613 -19.52377 4.85924
C -0.41209 -18.43824 4.39731
C -0.54289 -17.29938 5.16504
C 0.07821 -17.19959 6.39292
C 0.82080 -18.28129 6.86343
C 2.06248 -22.99975 6.02730
O 3.33519 -22.75254 6.09779
C 1.50607 -24.24749 5.62776
C 0.10967 -24.42987 5.64447
C 2.35514 -25.28335 5.03124
N 3.63006 -25.25082 4.97968
C 4.32986 -26.26007 4.17893
C 4.74013 -25.71051 2.81835
Te 5.95182 -27.09650 1.85175
C 4.31930 -27.79130 0.67449
C 3.69255 -26.95924 -0.23556
C 2.55206 -27.37208 -0.91938
C 2.04957 -28.65072 -0.70894
C 2.67672 -29.48231 0.20687
C 3.80149 -29.05255 0.89878
C 1.62950 -26.39776 4.36920
C 1.28116 -26.31439 3.03094
C 0.68146 -27.39280 2.39816
C 0.42629 -28.55270 3.11067
C 0.74484 -28.63167 4.46491
C 1.33798 -27.54623 5.09546
H -2.79024 -22.80571 6.38875
H -2.49264 -24.48971 6.76754
H -2.62071 -23.97515 5.07801
H -0.87616 -21.36974 6.56821
H 0.44177 -20.39107 4.22593
H -0.84115 -18.50335 3.40180
H -1.12101 -16.45628 4.77453
H -0.01910 -16.30581 7.00112
H 1.30931 -18.24287 7.83502
H -0.31305 -25.37321 5.32265
H 3.71338 -27.14008 4.04432
H 5.22100 -26.56512 4.71805
H 5.26813 -24.77138 2.90808
H 3.86436 -25.56532 2.18668
H 4.07001 -25.95049 -0.38104
H 2.08256 -26.68020 -1.59860
H 1.14264 -28.95782 -1.23496
H 2.27185 -30.47245 0.38608
H 4.24621 -29.69327 1.64859
H 1.47453 -25.38192 2.48591
H 0.45017 -27.33264 1.34466
H -0.02512 -29.41255 2.60514
H 0.50507 -29.53808 5.01393
H 1.63639 -27.60666 6.14083
F 5.83956 -22.45806 6.40858
Te 3.86345 -21.39828 3.74755
F 4.77636 -19.59311 3.25537
F 2.42733 -20.49121 2.97347
F 4.50912 -21.76204 2.08699
F 2.63256 -22.87623 3.40438
O 5.07780 -23.26236 4.07327
F 7.44032 -17.72473 8.95166
C 7.25780 -18.43281 7.85002
C 6.00281 -18.56470 7.34474
F 4.96652 -17.99298 7.94894
C 5.82140 -19.30434 6.19446
F 4.56906 -19.41113 5.79022
C 6.87466 -19.89476 5.49752
Se 6.75102 -20.92984 3.94749
C 8.12438 -19.71174 6.05917
F 9.19167 -20.22602 5.46700
C 8.34516 -19.01469 7.22835
F 9.57133 -18.87963 7.73232


No. 4
17
Properties=species:S:1:pos:R:3 method="wB97M-V/def2-TZVPD" smiles="[H]/N=C/C=C.CC" orbital_gap_ev=9.1 charge=0 spin_multiplicity=1 de_lowest_kj_mol=261.7
H -2.14394 -1.04022 0.58473
N -1.36316 -0.90084 -0.05181
C -0.24911 -1.42519 0.37685
C 0.86104 -1.62610 -0.54517
C 0.82583 -1.27358 -1.83020
H -0.19465 -1.97826 1.31911
H 1.77788 -1.99733 -0.10245
H -0.09298 -0.93420 -2.28121
H 1.70119 -1.32259 -2.45924
C 0.51075 1.46930 0.96686
C -0.75941 1.81999 0.29233
H 0.47624 0.33734 1.19487
H 0.69089 2.03383 1.88411
H 1.37172 1.52699 0.30214
H -1.53207 2.17949 0.96777
H -0.64923 2.48662 -0.55780
H -1.23099 0.64476 -0.06088


No. 5
56
Properties=species:S:1:pos:R:3 method="wB97M-V/def2-TZVPD" orbital_gap_ev=3.9 charge=0 spin_multiplicity=1 de_lowest_kj_mol=724.2
P -2.48355 -1.74857 -0.81753
P 1.33384 -2.58270 0.16377
C -1.30958 -3.12527 -1.07748
C -0.28165 -3.48450 0.02547
H -0.83779 -3.01456 -2.06964
H -1.98472 -3.98994 -1.20031
H -0.74824 -3.55580 1.01725
H 0.06610 -4.49721 -0.22138
C 2.20398 -3.16553 -1.31405
H 3.15864 -2.62995 -1.41149
H 1.58184 -3.01375 -2.20619
H 2.38792 -4.24085 -1.19920
C 1.99877 -3.27042 1.68884
H 2.55346 -4.18598 1.45756
H 1.17854 -3.52925 2.37032
H 2.66886 -2.55910 2.18617
C -3.47471 -1.73792 -2.30897
H -3.90655 -0.73945 -2.42887
H -4.26586 -2.48752 -2.20088
H -2.83597 -1.98344 -3.16814
C -3.42406 -2.24108 0.65109
H -2.74537 -2.52235 1.47110
H -4.07233 -3.09255 0.42196
H -4.03909 -1.38400 0.97179
Pb 0.60186 4.23061 -0.32020
C 1.61648 -0.42927 1.22070
C 1.55145 -0.68565 -0.20533
C 0.46615 -0.47891 -1.29486
C -0.66376 0.51932 -1.15668
C -1.98231 -0.06407 -0.46480
C -1.84268 0.04431 1.00254
C -0.77221 -0.65132 1.66244
C 0.52631 0.20273 1.96168
C -0.57739 6.04317 0.34715
H 2.62468 -0.47432 1.66344
H 2.54761 -0.54489 -0.66822
H 0.03175 -1.46456 -1.56758
H 1.02210 -0.20795 -2.20774
H -0.29828 1.41365 -0.62458
H -0.91413 0.84641 -2.18811
H -2.81293 0.61046 -0.74826
H -2.48573 0.71548 1.57238
H -0.50787 -1.47631 0.95280
H -1.08091 -1.17598 2.59332
H 0.36290 1.27014 1.69285
H 0.71282 0.14507 3.04685
H -0.06464 6.56938 1.16912
H -1.57238 5.75031 0.71527
H -0.72882 6.75500 -0.47606
F 4.23824 6.93500 -0.47231
C 3.19721 6.10589 -0.34983
F 2.09651 6.79393 -0.86029
F 3.37492 5.04070 -1.22253
C 2.95878 5.61607 1.13009
O 3.66640 6.06601 2.00841
O 1.98539 4.76130 1.28714


No. 6
90
Properties=species:S:1:pos:R:3 method="wB97M-V/def2-TZVPD" orbital_gap_ev=8.6 charge=-1 spin_multiplicity=1
C 5.15034 -0.73356 5.52326
C 4.68530 0.51331 4.61247
O 5.45239 1.50630 4.59251
N 3.47146 0.37716 3.85564
C 2.42462 -0.43539 4.54459
In 2.76593 2.21636 3.05284
C 2.43123 3.88243 4.52289
C 3.01336 3.65976 5.97464
O 4.24528 3.87217 6.14619
N 2.25739 3.27944 7.17064
C 0.84016 3.71700 7.13444
C 2.42604 1.83961 7.53639
P 4.40778 2.86800 1.19344
O 4.04483 4.21814 0.53117
O 6.02803 2.95121 1.74040
O 4.39953 1.59354 0.02398
S 0.55128 1.71184 1.94144
O 0.60560 0.26265 1.51782
O 0.44582 2.53396 0.66104
C -0.95593 2.03530 3.00129
F -1.00574 3.31671 3.58310
F -2.08272 1.96846 2.12217
C -1.24045 0.96998 4.15505
F -2.56886 1.21720 4.60488
F -0.43505 1.14632 5.30222
F -1.22275 -0.35798 3.75182
H 4.37737 -1.04842 6.28955
H 6.11243 -0.42450 6.06022
H 5.43176 -1.57561 4.79221
H 2.43417 -0.37971 5.67684
H 1.42958 -0.19468 4.06174
H 2.63657 -1.53990 4.28399
H 1.31998 4.16280 4.49888
H 2.97350 4.80477 4.10057
H 0.21214 3.27977 7.99022
H 0.80976 4.86347 7.23047
H 0.27891 3.47141 6.17563
H 1.41677 1.32451 7.58880
H 3.15595 1.38121 6.79745
H 2.96479 1.82304 8.55353
H 6.04542 3.20258 2.68824
H 4.69525 0.80613 0.53019
C 0.47916 2.11173 -5.28288
O 0.44528 1.50272 -4.00215
C 0.83131 2.40173 -2.96023
C -0.38337 2.93661 -2.21208
O -1.18281 3.77553 -3.04917
C -2.33599 3.10413 -3.53801
H -0.04034 1.45675 -5.98620
H -0.01898 3.08527 -5.28266
H 1.51595 2.22906 -5.61158
H 1.43680 3.22299 -3.35887
H 1.45341 1.83494 -2.26172
H -0.03800 3.55370 -1.37948
H -0.97736 2.11411 -1.79811
H -3.07685 3.01081 -2.73762
H -2.09913 2.11542 -3.94190
H -2.76346 3.70975 -4.34001
C -3.34388 -2.43119 -7.24542
O -2.29047 -2.80393 -6.37072
C -1.36657 -1.74015 -6.14453
C -1.60868 -1.07139 -4.79621
O -2.86042 -0.38757 -4.77336
C -3.86379 -1.12458 -4.08575
H -4.12075 -3.19621 -7.18848
H -3.78258 -1.46943 -6.96556
H -2.97363 -2.38148 -8.27361
H -1.41099 -1.00632 -6.95727
H -0.36466 -2.18074 -6.14438
H -0.83161 -0.31842 -4.63238
H -1.54570 -1.80349 -3.98263
H -3.68956 -1.06887 -3.00713
H -3.89836 -2.17077 -4.40260
H -4.82948 -0.66547 -4.30733
C -1.16636 -6.12912 -1.70245
O -2.45854 -6.68211 -1.49314
C -3.41341 -5.70109 -1.09838
C -4.30121 -5.28910 -2.26740
O -3.55763 -4.59487 -3.26463
C -3.24131 -5.42313 -4.37711
H -0.55663 -6.87393 -2.21695
H -1.20579 -5.22697 -2.31899
H -0.70099 -5.89701 -0.74063
H -2.91714 -4.82829 -0.66013
H -4.03878 -6.15604 -0.32363
H -5.06619 -4.59665 -1.90065
H -4.81151 -6.16104 -2.69334
H -4.13447 -5.57217 -4.99209
H -2.83564 -6.39158 -4.06943
H -2.48807 -4.90894 -4.97590


No. 7
16
Properties=species:S:1:pos:R:3 method="wB97M-V/def2-TZVPD" orbital_gap_ev=9.4 charge=0 spin_multiplicity=1 de_lowest_kj_mol=604.9
C -1.95256 -0.14414 -0.01172
C -0.60751 0.55524 0.05502
N 0.28804 0.34399 1.26184
C 0.70187 -1.20904 0.36031
C 0.65958 -0.00792 -0.59212
O 1.00896 -0.05732 -1.93177
C 1.42476 0.83595 0.42752
H -2.61342 0.24150 0.77087
H -2.42880 0.06396 -0.97811
H -1.86458 -1.22732 0.09867
H -0.72675 1.63536 -0.08229
H 0.05243 -1.11788 1.27053
H 1.72962 -1.52642 0.57465
H 0.53153 -0.78620 -2.35085
H 1.39655 1.92782 0.36289
H 2.40028 0.47240 0.76458


No. 8
122
Properties=species:S:1:pos:R:3 method="wB97M-V/def2-TZVPD" smiles="NC(N)=O.CC(C)O.CC(C)O.CC(C)O.CC(C)O.CC(C)O.CC(C)O.CC(C)O.CC(C)O.CO.CO.CO" orbital_gap_ev=8.9 charge=0 spin_multiplicity=1 de_lowest_kj_mol=913.9
N -0.39240 0.19495 2.37892
C -1.65381 0.53299 2.20342
N -1.96310 1.73148 2.55007
O -2.50136 -0.41185 1.73426
H -0.00532 -0.70665 1.94498
H 0.40205 0.84795 2.56795
H -2.93294 2.06410 2.49420
H -1.45380 2.12066 3.32910
C -6.08944 2.70921 0.43820
C -4.68975 2.46951 0.88815
C -3.67359 2.36848 -0.25752
O -4.18347 3.32599 1.67862
H -6.81427 2.50262 1.30408
H -6.43401 2.35057 -0.48373
H -6.21366 3.73791 0.13616
H -4.59613 1.53420 1.40279
H -3.57310 1.33832 -0.46103
H -2.64141 2.67665 0.00584
H -3.87218 2.83658 -1.12880
H -4.80276 3.44256 2.37208
C 2.55866 2.75750 -4.03019
C 2.93002 2.66708 -2.55929
C 4.34553 2.53290 -2.20125
O 2.49750 3.64250 -1.95870
H 3.13669 3.52655 -4.52362
H 1.51251 2.97949 -4.13806
H 2.74013 1.79004 -4.55791
H 2.45872 1.67729 -2.20939
H 5.00696 3.25271 -2.52806
H 4.68647 1.55727 -2.60299
H 4.48690 2.52262 -1.14875
H 1.54594 3.69810 -2.16675
C 2.40044 4.25205 2.27447
C 1.99746 3.08105 1.40339
C 3.01852 1.92351 1.31506
O 0.86118 2.55454 1.67556
H 3.18533 4.91513 1.91501
H 2.82265 4.05157 3.17033
H 1.52173 4.87731 2.59420
H 2.00826 3.63318 0.44548
H 2.99608 1.36049 2.21247
H 4.05241 2.24120 1.23113
H 2.88099 1.19397 0.51172
H 0.15877 3.10867 1.34109
C 5.16592 -2.24327 -0.72586
C 5.50298 -1.78998 -2.15811
C 4.20559 -1.34797 -2.84802
O 6.21745 -0.83366 -2.23435
H 6.00277 -2.47541 -0.06329
H 4.52780 -3.10188 -0.69058
H 4.72640 -1.36103 -0.18769
H 5.88005 -2.64490 -2.59911
H 3.76806 -0.56392 -2.19414
H 3.65790 -2.25427 -2.92675
H 4.34618 -0.89831 -3.80600
H 7.04128 -1.23710 -2.13434
C -6.75473 -2.58463 1.82556
C -5.43500 -1.81960 1.60653
C -5.54211 -0.83211 0.47429
O -5.18583 -1.07767 2.59895
H -6.97223 -3.04463 0.86164
H -7.48593 -1.83275 1.99211
H -6.73349 -3.28659 2.66203
H -4.61746 -2.49262 1.45253
H -4.52163 -0.39991 0.32412
H -6.28096 -0.06743 0.71907
H -5.92964 -1.26580 -0.48159
H -4.66837 -1.63689 3.13663
C -1.58073 -0.14198 -1.91253
C -0.35376 -0.06443 -0.97121
C 0.89431 -0.47508 -1.64359
O -0.26626 1.03665 -0.49976
H -2.44578 -0.32023 -1.29473
H -1.71156 -0.82601 -2.69721
H -1.72394 0.85319 -2.27517
H -0.39412 -0.78646 -0.13828
H 0.83823 -1.58468 -1.83871
H 1.77570 -0.23158 -0.99102
H 1.07266 0.07708 -2.53566
H -0.32571 1.01665 0.47505
C 1.37085 -4.77094 -1.31647
C 1.70680 -6.28067 -1.03174
C 3.00974 -6.85358 -1.65774
O 1.75320 -6.43837 0.22071
H 1.50489 -4.51654 -2.30949
H 2.00561 -4.08647 -0.80714
H 0.35569 -4.46676 -1.00913
H 0.87554 -6.79396 -1.44399
H 3.14732 -6.63122 -2.73309
H 3.18184 -7.90742 -1.54884
H 3.85223 -6.36799 -1.09770
H 1.55796 -7.35053 0.51190
C 2.63662 -1.65494 1.40856
C 1.56733 -2.46140 2.09345
C 1.52145 -2.41697 3.59387
O 0.45192 -2.36264 1.60035
H 2.12666 -0.69545 1.42259
H 2.78939 -2.07590 0.41787
H 3.50519 -1.54387 1.97807
H 1.81344 -3.52626 2.04794
H 0.93793 -3.18456 4.10256
H 1.14744 -1.49953 3.95071
H 2.54518 -2.45188 4.04424
H 0.02260 -3.25203 1.70175
C -2.51395 -3.25438 -0.88353
O -2.33614 -3.49214 0.48437
H -2.65345 -4.23583 -1.38466
H -1.68652 -2.75718 -1.37524
H -3.38738 -2.63753 -1.02835
H -2.22125 -2.60505 0.80014
C -1.36638 4.36481 -2.04191
O -0.26136 3.41689 -1.95801
H -2.23963 4.03154 -2.64002
H -1.07005 5.33333 -2.51774
H -1.80968 4.58754 -1.00081
H -0.47057 2.63229 -1.51021
C -1.22652 5.18346 2.20207
O -1.02194 4.21775 1.17013
H -2.28919 5.10525 2.39176
H -0.95034 6.22411 1.87743
H -0.70212 5.07671 3.07073
H -1.59974 3.47455 1.36107